# C16H32Br10O6

A cluster of 7 separate species, C16H32Br10O6 in total in a non-equilibrium geometry (ωB97M-V with the def2-TZVPD basis set, the OMol25 dataset).

XYZ file:
```
64
Properties=species:S:1:pos:R:3:forces:R:3:mulliken_charge:R:1
C 3.359551 2.433631 -3.182836 0.18 -0.04 1.26 -0.763
O 3.350191 1.305364 -2.290494 0.66 0.71 -0.50 -0.193
C 4.019499 0.207337 -2.645876 -0.72 0.19 -0.03 0.578
O 4.993765 0.086568 -3.341715 -0.58 0.24 0.44 -0.569
O 3.294179 -0.751514 -2.059201 1.12 -0.58 0.51 -0.042
C 3.891214 -2.024217 -2.174126 0.04 -1.95 -1.99 -0.696
H 2.863163 3.152861 -2.549631 -0.10 0.65 -0.28 0.238
H 2.736289 2.171171 -4.006481 -0.24 0.06 -0.91 0.325
H 4.347499 2.802779 -3.465338 -0.06 -0.38 0.01 0.341
H 3.991760 -2.221940 -3.313276 0.17 0.01 1.94 0.298
H 3.163435 -2.743908 -1.773864 0.20 0.31 -0.04 0.163
H 4.866085 -2.210558 -1.656241 -0.77 0.78 -0.41 0.298
C -0.099174 1.832651 -1.035546 0.67 -1.27 -1.46 -0.301
O -0.251837 1.983672 0.343977 0.74 1.30 0.70 -0.365
C -1.078933 1.237339 1.027731 1.01 1.97 2.55 0.806
O -1.672548 0.305392 0.649008 -1.87 -2.44 -0.99 -0.448
O -1.101343 1.731272 2.319427 0.88 -0.19 -1.43 -0.298
C -2.015494 1.157787 3.236371 -0.25 -0.97 -0.42 -0.721
H 0.988774 1.830527 -1.294720 -0.87 -0.05 0.43 0.049
H -0.580550 2.635427 -1.578013 -0.17 0.41 0.15 0.315
H -0.546867 0.883576 -1.385116 0.24 0.29 0.24 0.161
H -2.232210 1.951569 3.928386 -0.22 0.02 0.41 0.271
H -1.689727 0.223405 3.727936 0.54 0.63 -0.06 0.231
H -2.879438 0.833306 2.684297 -0.76 0.20 -0.08 0.327
Br -0.751890 -2.968913 -1.709275 0.29 -0.14 -0.81 -0.125
C 0.245030 -3.003344 -3.444657 -0.64 -0.03 -0.19 -0.563
C 0.234980 -1.559130 -3.987662 -0.31 -0.13 2.33 -0.093
Br 1.611920 -1.275768 -5.235703 0.97 0.12 -0.88 -0.164
H -0.292241 -3.687580 -4.163534 0.70 0.58 1.03 0.363
H 1.235504 -3.377166 -3.159913 -0.34 0.19 -0.37 0.291
H 0.428656 -0.854720 -3.105726 -0.53 -0.84 -1.48 -0.092
H -0.703977 -1.394972 -4.513140 0.01 0.36 0.39 0.370
Br 2.239888 5.526221 3.499769 -0.19 -0.38 -0.08 -0.175
C 2.694117 3.651986 3.888043 0.66 0.54 1.51 -0.592
C 1.498452 2.836227 4.256132 -0.74 -0.82 0.37 -0.380
Br 2.128475 0.999300 4.817187 -0.34 0.94 -0.30 -0.170
H 3.363555 3.752415 4.791278 -0.53 -0.35 -1.25 0.363
H 3.201431 3.258122 3.027104 0.31 -0.05 -0.22 0.387
H 0.722590 2.687231 3.499048 0.57 -0.05 -0.18 0.238
H 0.983212 3.187544 5.140145 0.17 0.23 0.20 0.381
Br -4.417143 -2.607571 -1.355419 0.08 -0.32 -1.06 -0.148
C -5.117359 -2.533855 0.393535 0.15 -0.77 0.55 -0.532
C -3.929425 -2.482534 1.299541 0.09 1.05 1.89 -0.435
Br -4.652033 -2.079270 3.151651 0.19 -0.24 -0.42 -0.230
H -5.691215 -3.428697 0.604601 0.09 -0.29 -0.13 0.411
H -5.823885 -1.748958 0.461608 -0.22 1.16 0.12 0.410
H -3.187749 -1.644837 1.221750 -0.76 -1.01 -0.62 0.131
H -3.497303 -3.474784 1.407606 0.31 0.28 -0.13 0.389
Br 1.108934 -3.868172 5.149726 -0.14 0.25 -0.45 -0.160
C 1.411825 -3.086315 3.311776 -1.45 -0.71 1.11 -0.332
C 2.663147 -2.350376 3.473794 2.74 -0.75 -1.23 -0.569
Br 3.176754 -1.168359 1.939196 -0.51 -0.56 0.41 -0.118
H 0.540560 -2.460208 3.112630 0.14 -0.24 -0.09 0.171
H 1.439551 -4.015399 2.755367 0.09 0.43 -0.58 0.363
H 3.518371 -3.078074 3.517404 -0.79 0.82 0.10 0.338
H 2.685262 -1.748737 4.345335 -0.07 0.71 0.56 0.273
Br -3.632874 3.585377 -0.742876 -0.02 1.11 0.21 -0.178
C -4.209361 2.033292 -1.656321 0.10 -0.63 -1.32 -0.283
C -3.577656 1.865213 -3.032980 1.56 0.75 0.20 -0.287
Br -3.802791 0.013646 -3.500223 0.01 -0.25 -0.47 -0.145
H -5.288395 1.923941 -1.768295 0.09 0.28 0.52 0.423
H -3.770875 1.276311 -1.059093 -0.15 -1.01 0.64 0.021
H -2.444277 2.038405 -2.964936 -1.82 -0.07 -0.33 0.055
H -4.059062 2.449031 -3.829154 0.40 -0.04 0.40 0.389
```
Forces are in eV/Å.

As for the SMILES: COC(=O)OC.COC(=O)OC.BrCCBr.BrCCBr.BrCCBr.BrCCBr.BrCCBr. The calculation puts the HOMO-LUMO gap at 0.3766 Eh. The electronic energy is -729820.2274 eV.

=====

# C28H32IrN2O6

A structure of composition C28H32IrN2O6 in a non-equilibrium geometry (ωB97M-V with the def2-TZVPD basis set, the OMol25 dataset).

XYZ file:
```
69
Properties=species:S:1:pos:R:3:forces:R:3:mulliken_charge:R:1
Ir -1.139681 0.343071 -0.119088 -0.12 3.57 -1.00 2.399
C -1.793652 -2.114929 2.031338 0.37 0.04 0.45 -0.803
C -1.039388 -1.223613 3.016731 -0.40 -0.50 0.04 -0.649
O -0.252812 -0.306818 2.266347 -0.45 -0.31 -0.95 -0.096
C 0.063444 0.905021 2.918930 -0.13 0.70 -0.20 -0.592
C -1.105320 1.898338 2.936523 0.42 -0.45 0.33 -0.712
O -1.616211 2.051338 1.609078 0.42 -0.75 -0.71 -0.250
C -2.976947 2.467530 1.528113 -0.70 -0.05 -0.42 -0.978
C -3.931101 1.298742 1.276483 0.15 0.37 0.44 -0.459
O -3.574094 0.699359 0.033297 0.59 -0.02 0.04 -0.347
C -4.246907 -0.512802 -0.261501 -0.37 -0.51 -0.25 -0.433
C -3.690196 -1.704727 0.560547 -0.45 -0.09 -0.12 -0.873
O -2.532530 -1.224328 1.217755 0.26 0.13 -0.03 -0.127
H -2.460111 -2.793232 2.571640 0.06 0.04 0.00 0.514
H -1.094006 -2.701204 1.426392 -0.08 -0.02 -0.04 0.279
H -0.390835 -1.816334 3.669317 -0.03 0.01 -0.07 0.430
H -1.769078 -0.692922 3.635605 0.04 0.02 -0.02 0.340
H 0.878596 1.325825 2.330655 0.06 0.03 0.10 0.030
H 0.409839 0.720114 3.939429 -0.01 0.02 -0.03 0.461
H -0.738247 2.867615 3.299808 -0.12 -0.16 -0.06 0.438
H -1.890627 1.550313 3.614420 -0.08 0.04 -0.15 0.523
H -3.037368 3.149386 0.675272 0.04 0.02 0.13 0.261
H -3.261797 3.002836 2.437864 0.01 -0.04 -0.11 0.611
H -4.954030 1.690302 1.218356 0.10 -0.07 -0.03 0.553
H -3.874768 0.559424 2.082611 -0.01 0.08 -0.06 0.230
H -4.066091 -0.690806 -1.324159 -0.17 0.10 0.27 0.183
H -5.321153 -0.397918 -0.093409 0.08 0.03 -0.01 0.540
H -3.450904 -2.533412 -0.114229 0.00 0.05 0.13 0.345
H -4.420085 -2.052883 1.302758 0.18 0.05 -0.03 0.490
C 0.806231 0.635497 -0.311257 0.30 -3.05 0.06 -0.767
C 1.834983 -0.060516 -0.363279 -1.54 2.55 -0.02 0.635
C 2.982732 -0.813918 -0.428976 0.77 -0.71 -0.03 0.106
C 3.675309 -1.110433 0.809984 0.01 -0.01 -0.06 0.533
C 3.672960 -0.177420 1.857743 0.12 -0.04 0.03 -0.246
C 4.356430 -0.445833 3.026665 -0.14 0.24 -0.02 -0.903
C 5.020521 -1.655017 3.193242 -0.06 -0.06 -0.23 -0.461
C 5.004800 -2.599607 2.174322 -0.11 -0.03 0.03 -0.822
C 4.325641 -2.340383 0.998451 0.18 -0.03 0.00 -0.403
C 3.395091 -1.367843 -1.689392 -0.12 0.07 -0.04 0.547
C 2.458819 -1.516220 -2.736293 0.16 0.07 0.18 -0.441
C 2.838515 -2.120660 -3.912670 -0.17 0.04 -0.10 -0.766
C 4.146008 -2.565812 -4.091815 0.06 0.11 0.40 -0.420
C 5.092650 -2.377666 -3.085237 -0.11 -0.01 -0.17 -0.856
C 4.725870 -1.770755 -1.903697 0.15 -0.14 0.07 -0.317
H 3.181486 0.772650 1.708278 -0.02 0.08 0.04 0.544
H 4.384122 0.297972 3.808901 0.00 0.03 0.07 0.455
H 5.537440 -1.864706 4.116489 0.09 0.00 0.07 0.446
H 5.510602 -3.544270 2.302404 0.00 -0.08 0.03 0.447
H 4.267138 -3.102850 0.236435 0.00 -0.03 -0.05 0.652
H 1.444893 -1.176246 -2.571729 -0.03 -0.08 -0.10 0.403
H 2.113965 -2.251111 -4.700870 -0.06 -0.04 -0.08 0.440
H 4.433240 -3.051367 -5.010962 0.01 -0.03 -0.12 0.431
H 6.110421 -2.703454 -3.237445 0.08 0.05 0.00 0.429
H 5.471223 -1.574752 -1.147528 0.04 0.00 0.02 0.637
N -0.778556 3.628285 -0.986130 0.38 0.02 0.68 -0.221
C -1.517085 3.112316 -1.980327 -0.25 0.18 -0.31 0.834
C -2.100236 3.945013 -2.961990 0.07 -0.39 -0.01 -1.021
C -2.860222 3.389002 -3.962326 0.18 0.01 0.36 -0.293
C -3.037736 2.006624 -3.987416 0.31 -0.36 0.39 -1.089
C -2.442109 1.252061 -2.991157 -0.75 -0.36 -1.10 -0.391
N -1.720061 1.786153 -2.013533 0.94 -1.19 2.22 0.025
H -0.610824 4.618294 -0.937467 0.06 -0.09 -0.05 0.235
H -0.285696 3.015658 -0.348215 -0.15 0.26 -0.21 -0.018
H -1.921673 5.005728 -2.928967 0.05 0.18 0.09 0.407
H -3.306069 4.023192 -4.714375 -0.02 0.01 -0.05 0.450
H -3.606979 1.529347 -4.766541 -0.04 -0.13 -0.03 0.464
H -2.532671 0.170310 -2.980619 -0.05 0.21 0.00 0.580
O -0.841168 -1.230281 -1.305905 -0.37 0.64 0.32 -0.166
O -1.953945 -1.530268 -1.863682 0.36 -0.23 0.04 -0.406
```
Forces are in eV/Å.

Its total charge is +2. As for the spin multiplicity: 2. The calculation puts the HOMO-LUMO gap (spin up / spin down) at 0.2238 / 0.2241 Eh. The electronic energy is -47636.8362 eV.

=====

# C9H19Br2N2

A structure of composition C9H19Br2N2 in a non-equilibrium geometry (ωB97M-V with the def2-TZVPD basis set, the OMol25 dataset).

XYZ file:
```
32
Properties=species:S:1:pos:R:3:forces:R:3:mulliken_charge:R:1
C 1.494024 0.942958 0.149805 -3.12 -0.74 0.65 -1.592
C 0.256245 1.154516 -0.768335 2.88 -1.01 -2.02 -0.574
C 1.434412 -1.377510 0.342859 -1.37 0.19 1.63 0.413
C -0.594130 0.958139 2.418888 0.61 -1.51 -0.79 -1.558
C 1.818331 0.339368 3.135477 0.75 2.69 0.88 -1.087
C -1.439719 -1.817394 -2.471306 -0.25 -3.14 -0.82 -1.220
C -2.103874 0.600504 -2.477212 -0.84 -1.32 0.81 -1.512
C 0.608097 -0.021049 2.341871 0.08 2.67 -2.06 0.261
C -1.307423 -0.496408 -1.766198 0.39 1.39 -1.36 0.517
N 1.113389 -0.227783 0.906338 1.61 -2.47 -0.61 0.272
N 0.097594 -0.021934 -1.610762 -0.47 -0.94 0.25 0.015
Br 0.766522 -3.045666 0.998753 0.11 1.00 -0.07 -0.011
Br 2.734583 -1.635878 -0.937511 0.31 0.08 -0.24 0.049
H 2.397218 0.859055 -0.355169 1.52 -0.10 -0.74 0.647
H 1.440381 1.703878 0.851433 0.63 1.85 1.09 0.542
H -0.574189 1.215488 -0.103635 -0.79 0.92 -0.19 0.415
H 0.667117 1.981376 -1.378733 -1.52 0.45 0.38 0.286
H -0.595108 1.819607 1.767749 0.75 0.71 0.50 0.368
H -1.406042 0.401028 1.976331 -0.79 -0.28 0.51 0.407
H -0.710714 1.149367 3.480101 -0.46 0.36 -0.13 0.486
H 1.644345 1.249347 3.859378 0.34 -1.90 -1.36 0.324
H 2.651244 0.597334 2.459606 -0.24 0.15 0.50 0.294
H 2.129226 -0.521738 3.669584 0.44 -0.61 0.85 0.362
H -0.743851 -1.982172 -3.371623 -0.73 0.55 1.38 0.296
H -1.263164 -2.736737 -1.756399 -0.21 1.78 -1.34 0.213
H -2.490541 -1.990012 -2.935527 1.65 0.52 1.04 0.354
H -3.139879 0.330094 -2.481325 -0.85 -0.74 -0.25 0.480
H -1.836341 0.638276 -3.528263 0.42 1.08 0.08 0.386
H -2.206684 1.413185 -1.768662 0.89 1.17 -0.81 0.356
H 0.280150 -0.934007 2.641183 -1.13 -2.65 0.74 0.403
H -1.723875 -0.539445 -0.786081 -0.18 -0.42 1.03 0.058
H 0.602655 -0.005787 -2.502612 -0.41 0.26 0.48 0.348
```
Forces are in eV/Å.

Its total charge is +1. The calculation puts the HOMO-LUMO gap at 0.2966 Eh. The electronic energy is -152697.4694 eV.

=====

Q: The highest electronic energy belongs to which entry?
A: C28H32IrN2O6

=====

Q: Number 1 is which compound?
A: C16H32Br10O6

=====

Q: Which value of electronic energy does entry 3 give?
A: -152697.4694 eV

=====

Q: Which value of electronic energy does entry 1 give?
A: -729820.2274 eV